[1]
C18H30BInN6Si2 | the ωB97M-V functional and the def2-TZVPD basis

Geometry as XYZ:
```
58
Properties=species:S:1:pos:R:3:mulliken_charge:R:1
In -0.2631 0.4169 -0.0927 0.13
B -2.4964 2.9335 0.8860 0.06
N -3.0445 1.4725 0.7426 0.18
C -4.2530 1.0209 1.0748 -0.15
C -4.4241 -0.2566 0.5562 -1.09
C -3.2345 -0.5179 -0.1059 -0.26
N -2.4184 0.5387 -0.0049 -0.08
N -1.0857 2.8903 1.5667 0.17
C -0.6532 3.6266 2.5893 -0.15
C 0.7206 3.4672 2.7208 -1.08
C 1.0615 2.5915 1.7016 -0.26
N -0.0313 2.2664 0.9996 -0.08
H -3.2352 3.5240 1.6261 -0.15
H -2.3916 3.4239 -0.2067 -0.11
H -4.9156 1.6456 1.6490 0.47
H -5.2850 -0.8936 0.6468 0.42
H -2.9145 -1.4000 -0.6383 0.56
H -1.3523 4.2248 3.1481 0.47
H 1.3694 3.9230 3.4466 0.43
H 2.0193 2.1710 1.4377 0.56
C -0.9163 -0.5263 3.0855 -0.83
Si 0.2896 -1.7789 2.3715 -0.23
C -0.5129 -3.4721 2.4410 -1.04
C 1.8379 -1.7722 3.4292 -1.04
N 0.5852 -1.2475 0.7546 0.41
C 1.4171 -1.8381 -0.2066 0.95
C 2.1485 -2.9956 0.0466 -0.47
C 2.9694 -3.5704 -0.9153 -0.98
C 3.0724 -2.9868 -2.1641 -0.99
C 2.3529 -1.8311 -2.4424 -0.51
C 1.5243 -1.2371 -1.4952 0.75
N 0.7927 -0.0692 -1.7653 0.48
Si 0.7367 0.8577 -3.2254 -0.22
C -0.4420 2.2674 -2.8467 -1.16
C 2.4070 1.5765 -3.6788 -1.00
C 0.0545 -0.1245 -4.6685 -1.00
H -1.1621 -0.7873 4.1176 0.52
H -1.8599 -0.4979 2.5318 0.11
H -0.4995 0.4855 3.1044 0.11
H -0.8565 -3.6889 3.4557 0.37
H 0.1585 -4.2767 2.1390 0.35
H -1.3827 -3.5024 1.7803 0.28
H 1.5811 -1.9257 4.4805 0.37
H 2.3443 -0.8074 3.3467 0.28
H 2.5531 -2.5452 3.1460 0.35
H 2.0752 -3.4611 1.0219 0.15
H 3.5220 -4.4707 -0.6795 0.39
H 3.7071 -3.4210 -2.9255 0.39
H 2.4395 -1.3806 -3.4233 0.21
H -0.0878 2.8917 -2.0205 0.25
H -1.4446 1.9105 -2.5913 0.25
H -0.5528 2.9242 -3.7124 0.48
H 2.7958 2.1851 -2.8593 0.27
H 2.3219 2.2172 -4.5601 0.35
H 3.1489 0.8075 -3.8981 0.36
H -0.9377 -0.5141 -4.4300 0.27
H 0.6861 -0.9732 -4.9340 0.36
H -0.0392 0.5100 -5.5535 0.35
```

LUMO level (hartree): 0.0170
Max |F| (Eh/bohr): 0.0038
HOMO (eV): -6.913
Orbital gap (Eh): 0.2711

[2]
C18H30IrNO2P2 | the ωB97M-V functional and the def2-TZVPD basis

Geometry as XYZ:
```
54
Properties=species:S:1:pos:R:3:lowdin_spin:R:1
Ir -0.0945 -0.6650 -0.2644 2.16
P 0.2894 -0.2847 1.8776 0.29
C 2.0910 -0.8206 1.9753 0.03
C 2.7365 -0.8646 0.6260 0.04
N 1.9769 -0.7629 -0.4715 0.19
C 2.4665 -0.9043 -1.7242 0.04
C 3.7497 -1.4147 -1.8817 0.01
C 4.5644 -1.5472 -0.7661 0.03
C 4.0777 -1.1788 0.4811 0.01
C 1.5041 -0.6304 -2.8493 0.05
P 0.0740 0.4015 -2.2243 0.30
H 4.6546 -1.2278 1.3987 0.00
H 4.0607 -1.6874 -2.8921 0.00
H 5.5781 -1.9435 -0.8649 0.00
H 2.0141 -0.0904 -3.6519 0.01
H 1.1033 -1.5760 -3.2439 0.00
H 2.6492 -0.1391 2.6113 0.00
H 2.0889 -1.8515 2.3848 0.00
H 4.2803 3.6708 0.8462 0.00
O 4.6403 4.3061 1.4811 0.00
H 4.2505 4.1338 2.3475 0.00
H -0.8798 4.1202 0.5631 0.00
O -0.5267 4.6665 -0.1552 0.00
H -1.1054 5.4683 -0.1095 0.00
C 0.6801 2.0834 -2.5866 0.07
H 1.2897 2.0453 -3.5032 0.01
H -0.1803 2.7499 -2.7250 0.00
H 1.2806 2.4573 -1.7512 0.00
C -1.2999 0.2408 -3.4029 0.05
H -1.9236 1.1377 -3.2916 0.00
H -0.9084 0.1831 -4.4258 0.01
H -1.9006 -0.6454 -3.1792 0.00
C -0.3473 -1.5600 3.0264 0.07
H 0.1481 -1.4316 3.9948 0.01
H -1.4306 -1.4767 3.1277 0.00
H -0.0770 -2.5321 2.6004 0.00
C -0.0439 1.2723 2.7555 0.07
H -1.1144 1.2972 3.0155 0.00
H 0.5487 1.3579 3.6778 0.01
H 0.1837 2.1209 2.0945 0.00
C -1.5394 -1.9597 -0.5471 0.36
C -2.7948 -1.4275 0.1061 0.30
C -3.4840 -0.3468 -0.4448 0.06
C -4.7760 -0.0605 -0.0059 0.21
C -5.3504 -0.8320 1.0107 0.30
C -4.6109 -1.8354 1.6437 0.01
C -3.3231 -2.1293 1.2071 0.18
H -1.1676 -2.8716 -0.0528 0.04
H -1.6571 -2.0835 -1.6354 0.04
H -2.9879 0.2596 -1.2068 0.00
H -5.3299 0.7565 -0.4648 0.01
H -6.3777 -0.6397 1.3214 0.01
H -5.0351 -2.4006 2.4756 0.00
H -2.7148 -2.9082 1.6720 0.00
```

LUMO level (spin up / spin down) (hartree): -0.3367 / -0.5121
⟨S²⟩: 8.773
Max |F| (Eh/bohr): 0.0802
HOMO (spin up / spin down) (eV): -16.815 / -17.240
Net charge: +3
Orbital gap (spin up / spin down) (Eh): 0.2812 / 0.1214
Spin multiplicity: 6

[3]
C18H30IrNO5P2S | the ωB97M-V functional and the def2-TZVPD basis

Geometry as XYZ:
```
58
Properties=species:S:1:pos:R:3:lowdin_spin:R:1
Ir 0.2102 0.7042 -0.5268 1.83
P -1.8803 0.1040 -1.1281 0.20
C -2.0265 0.8995 -2.8161 0.02
C -0.7067 1.3451 -3.3916 0.03
N 0.3612 1.3067 -2.5894 0.10
C 1.6089 1.4143 -3.0945 0.03
C 1.7396 1.9630 -4.3587 0.00
C 0.6258 2.1870 -5.1671 0.03
C -0.6230 1.7924 -4.6986 0.00
C 2.7412 0.9098 -2.2345 0.04
P 2.0159 -0.4001 -1.1092 0.23
H -1.5195 1.7231 -5.3185 0.00
H 2.7544 2.2334 -4.6445 0.00
H 0.7317 2.6497 -6.1427 0.00
H 3.5118 0.4420 -2.8608 0.00
H 3.2229 1.6832 -1.6146 0.00
H -2.6126 0.3034 -3.4599 0.00
H -2.5704 1.8390 -2.6875 0.00
H -0.9979 -3.1703 -6.0716 0.00
O -1.7598 -3.6324 -6.4406 0.00
H -2.4102 -3.5899 -5.6965 0.00
H -0.0229 -4.1225 -0.6402 0.00
O 0.1220 -4.6601 -1.4315 0.00
H 0.2548 -5.5570 -1.0694 0.00
C 2.3797 -1.9031 -2.0438 0.04
H 3.3701 -1.7535 -2.5071 0.01
H 2.4044 -2.7546 -1.3507 0.00
H 1.6246 -2.0543 -2.8238 0.00
C 3.0867 -0.6198 0.3260 0.06
H 2.7542 -1.5357 0.8266 0.00
H 4.1119 -0.7103 -0.0422 0.01
H 2.9757 0.2334 0.9982 0.01
C -3.0166 1.2751 -0.2789 0.05
H -3.9095 1.3658 -0.9028 0.01
H -3.2531 0.9190 0.7295 0.00
H -2.4808 2.2246 -0.2541 0.01
C -2.7947 -1.4538 -0.8878 0.04
H -2.8657 -1.5970 0.2019 0.00
H -3.7968 -1.3512 -1.3399 0.01
H -2.2449 -2.2836 -1.3547 0.00
C 0.2769 1.7889 7.7361 0.06
C 0.1473 1.2458 6.3444 0.26
C 0.1527 -0.1376 6.1219 0.09
C -0.0148 -0.6460 4.8328 0.04
C -0.1842 0.2554 3.7637 0.28
C -0.1052 1.6306 3.9565 0.04
C 0.0632 2.1121 5.2481 0.11
S -0.5831 -0.3384 2.1423 0.03
O 0.2650 -1.4783 1.8362 0.05
O -2.0142 -0.5378 2.0794 0.05
O -0.1880 0.9738 1.3621 0.19
H -0.5774 1.4729 8.3420 0.02
H 1.1808 1.4397 8.2464 0.02
H 0.3048 2.8790 7.7188 0.00
H 0.2951 -0.8168 6.9701 0.00
H -0.0465 -1.7203 4.6618 0.00
H -0.2195 2.3239 3.1243 0.00
H 0.1316 3.1848 5.4096 0.00
```

LUMO level (spin up / spin down) (hartree): -0.2285 / -0.3830
⟨S²⟩: 6.025
Max |F| (Eh/bohr): 0.0684
HOMO (spin up / spin down) (eV): -12.390 / -14.902
Net charge: +2
Energy above the lowest of the compared OMol25 structures with the same formula, charge and spin (eV): 0.000
Orbital gap (spin up / spin down) (Eh): 0.2269 / 0.1646
Spin multiplicity: 5

[4]
C18H30N3O | the ωB97M-V functional and the def2-TZVPD basis

Geometry as XYZ:
```
52
Properties=species:S:1:pos:R:3:nbo_charge:R:1
C 2.5875 0.9405 2.7200 -0.63
C 1.7773 1.1400 1.2701 -0.43
C 0.1843 1.0005 1.6319 -0.22
C -0.4649 2.4111 2.2539 -0.64
C -0.7516 0.3791 0.4384 -0.23
C -0.9397 1.1924 -0.9756 -0.29
C 0.0532 2.4297 -1.3665 -0.44
C 1.2926 2.0546 -2.3694 0.08
O 2.1291 0.9201 -1.9289 -0.76
C 0.8456 1.8567 -3.9557 -0.25
N 2.0730 2.0090 -4.8686 -0.84
C -1.2176 -0.0323 -2.0260 0.31
N -1.1017 -1.2418 -1.3311 -0.49
C -0.7162 -1.2657 0.1620 0.10
C 0.6502 -2.0991 0.5045 -0.45
C 1.7029 -2.2673 -0.7391 -0.66
C -1.8627 -2.0197 1.1179 0.01
C -3.1682 -2.8409 0.4763 -0.31
C -4.1958 -3.5477 1.5394 0.05
N -4.1326 -3.5279 3.0404 -0.41
C -2.9465 -2.7979 3.6035 0.05
C -1.7518 -2.0295 2.7870 -0.29
H 2.1441 0.0141 3.3235 0.20
H 3.6869 0.6543 2.4361 0.22
H 2.5793 1.9281 3.3610 0.23
H 2.1428 0.2554 0.5931 0.22
H 2.0662 2.1994 0.8417 0.22
H 0.1198 0.2271 2.5392 0.23
H -0.3333 3.3291 1.5388 0.21
H -1.6244 2.2876 2.4407 0.23
H 0.0356 2.7135 3.2849 0.24
H -1.8411 0.4924 0.9144 0.25
H -2.0006 1.7233 -0.8422 0.28
H -0.6157 3.2278 -1.9491 0.24
H 0.5063 3.0169 -0.4490 0.26
H 2.0162 3.0043 -2.3721 0.20
H 3.0577 1.2947 -1.7292 0.50
H 0.4831 0.7395 -4.1108 0.16
H 0.0485 2.6313 -4.3226 0.22
H 2.9046 1.4944 -4.4524 0.36
H 1.8817 1.4991 -5.7773 0.37
H -1.4908 -0.0632 -3.1632 0.28
H -1.2392 -2.2165 -1.7241 0.45
H 1.2204 -1.6547 1.4349 0.26
H 0.3348 -3.2042 0.8279 0.25
H 2.7835 -1.9450 -0.3476 0.24
H 1.7122 -3.3929 -1.1361 0.23
H 1.4897 -1.5972 -1.6728 0.23
H -3.2836 -2.8606 -0.7016 0.23
H -5.1104 -4.1460 1.0574 0.24
H -2.8479 -2.7901 4.7938 0.24
H -0.8730 -1.5254 3.3779 0.25
```

LUMO level (hartree): -0.1705
Max |F| (Eh/bohr): 0.1270
HOMO (eV): -11.709
Net charge: +1
SMILES string: CC[C@@H](C)[C@H]1[C@@H](C[C@@H](O)CN)C=[NH+][C@]1(CC)c1ccncc1
Energy above the lowest of the compared OMol25 structures with the same formula, charge and spin (eV): 12.992
Orbital gap (Eh): 0.2598